Run 1
A 6-piece molecular cluster, H12O6 overall. Source: OMol25; level of theory: ωB97M-V with the def2-TZVPD basis set.

Geometry as XYZ:
```
18
Properties=species:S:1:pos:R:3
O -0.635 -1.884 -0.953
H -0.112 -1.343 -1.551
H -1.566 -1.758 -1.152
O -0.383 2.258 -1.233
H -0.180 2.462 -2.147
H 0.288 1.657 -0.876
O -2.987 0.896 -0.409
H -2.175 1.408 -0.502
H -3.652 1.231 -1.019
O 1.696 0.468 -0.641
H 1.552 0.172 0.271
H 2.634 0.298 -0.775
O 1.197 0.727 2.312
H 1.041 -0.085 2.806
H 0.969 1.445 2.912
O 0.750 -2.733 1.351
H 1.461 -2.993 0.766
H 0.103 -2.227 0.841
```

Values from the calculation:
SMILES   O.O.O.O.O.O

Mulliken analysis output, partial charges in e:
1 O -0.65
2 H 0.32
3 H 0.32
4 O -0.65
5 H 0.30
6 H 0.41
7 O -0.65
8 H 0.37
9 H 0.29
10 O -0.70
11 H 0.35
12 H 0.30
13 O -0.63
14 H 0.32
15 H 0.29
16 O -0.63
17 H 0.29
18 H 0.36



Run 2
A 6-piece molecular cluster, H12O6 overall. Source: OMol25; level of theory: ωB97M-V with the def2-TZVPD basis set.

Geometry as XYZ:
```
18
Properties=species:S:1:pos:R:3
O 2.457 -0.754 3.318
H 2.262 0.168 3.173
H 2.031 -1.293 2.610
O -1.605 -2.108 0.491
H -2.108 -1.442 0.021
H -1.759 -1.832 1.426
O -1.232 1.006 3.376
H -0.290 0.995 3.540
H -1.320 1.866 2.922
O -0.326 -1.067 -2.830
H -0.185 -1.295 -3.787
H -0.355 -1.937 -2.423
O -0.821 1.243 -0.672
H -1.077 0.641 -1.383
H 0.163 1.226 -0.705
O 1.540 1.553 -2.649
H 1.669 2.182 -3.404
H 0.953 0.849 -3.024
```

Values from the calculation:
SMILES   O.O.O.O.O.O

Mulliken analysis output, partial charges in e:
1 O -0.64
2 H 0.30
3 H 0.34
4 O -0.63
5 H 0.31
6 H 0.32
7 O -0.62
8 H 0.30
9 H 0.32
10 O -0.63
11 H 0.32
12 H 0.30
13 O -0.60
14 H 0.28
15 H 0.32
16 O -0.62
17 H 0.32
18 H 0.32



The structure with the least stability is run 2.



Run 1
A 4-piece molecular cluster, C3H12O4 overall. Source: OMol25; level of theory: ωB97M-V with the def2-TZVPD basis set.

Geometry as XYZ:
```
19
Properties=species:S:1:pos:R:3
C -1.066 -1.015 1.630
O -0.317 -1.693 0.617
C -1.776 0.178 1.030
C -1.216 1.333 0.588
H -0.278 -0.683 2.312
H -1.791 -1.623 2.168
H -0.758 -2.477 0.275
H -2.796 -0.052 0.704
H -1.381 1.677 -0.435
H -0.764 2.036 1.275
H -0.280 -1.265 -1.896
H -0.241 0.182 -2.217
O 0.180 -0.640 -2.480
H 2.375 1.951 -1.625
H 1.341 0.906 -1.902
O 1.471 1.717 -1.400
H 1.713 -0.403 0.612
H 2.913 0.192 -0.011
O 2.671 -0.321 0.755
```

Values from the calculation:
SMILES   C=CCO.O.O.O

Mulliken analysis output, partial charges in e:
1 C -0.52
2 O -0.52
3 C -0.09
4 C -0.60
5 H 0.30
6 H 0.41
7 H 0.30
8 H 0.28
9 H 0.22
10 H 0.26
11 H 0.32
12 H 0.29
13 O -0.70
14 H 0.29
15 H 0.37
16 O -0.60
17 H 0.34
18 H 0.29
19 O -0.64



Run 2
A 4-piece molecular cluster, C3H12O4 overall. Source: OMol25; level of theory: ωB97M-V with the def2-TZVPD basis set.

Geometry as XYZ:
```
19
Properties=species:S:1:pos:R:3
C 2.875 0.908 -1.158
C 1.803 0.948 -0.133
C 0.956 0.083 0.262
O -0.179 0.271 1.077
H 2.586 1.272 -2.067
H 3.561 0.094 -1.103
H 3.496 1.809 -1.019
H 1.706 1.968 0.254
H 1.070 -1.013 -0.018
H -0.136 -0.499 1.636
H -0.491 -2.381 3.074
H 0.936 -2.238 2.420
O 0.177 -1.725 2.679
H 0.208 -0.119 -4.532
H 0.173 -0.312 -2.909
O 0.291 -0.668 -3.787
H -5.558 1.232 0.646
H -5.221 0.291 1.767
O -4.804 0.654 1.034
```

Values from the calculation:
SMILES   C/C=C/O.O.O.O

Mulliken analysis output, partial charges in e:
1 C -1.26
2 C -0.08
3 C -0.24
4 O -0.53
5 H 0.38
6 H 0.36
7 H 0.35
8 H 0.29
9 H 0.25
10 H 0.51
11 H 0.33
12 H 0.33
13 O -0.68
14 H 0.30
15 H 0.33
16 O -0.64
17 H 0.33
18 H 0.30
19 O -0.62



Run 3
A 4-piece molecular cluster, C3H12O4 overall. Source: OMol25; level of theory: ωB97M-V with the def2-TZVPD basis set.

Geometry as XYZ:
```
19
Properties=species:S:1:pos:R:3
C -0.691 -0.947 2.479
C -1.733 0.065 2.115
C -1.888 0.532 0.878
O -1.307 -0.167 -0.175
H -0.802 -1.167 3.533
H 0.326 -0.576 2.375
H -0.857 -1.901 1.982
H -2.294 0.592 2.882
H -2.144 1.552 0.624
H -0.355 -0.334 -0.092
H 2.095 -0.603 -1.136
H 1.898 -1.985 -0.547
O 1.422 -1.161 -0.714
H -0.401 1.515 -2.759
H -0.727 0.682 -1.551
O 0.044 0.991 -2.075
H 1.920 1.211 -2.157
H 2.646 0.732 -3.291
O 2.849 0.969 -2.371
```

Values from the calculation:
SMILES   C/C=C\O.O.O.O

Mulliken analysis output, partial charges in e:
1 C -1.11
2 C -0.06
3 C -0.23
4 O -0.59
5 H 0.35
6 H 0.31
7 H 0.30
8 H 0.34
9 H 0.31
10 H 0.32
11 H 0.33
12 H 0.28
13 O -0.63
14 H 0.27
15 H 0.43
16 O -0.65
17 H 0.40
18 H 0.31
19 O -0.68



Run 4
A 4-piece molecular cluster, C3H12O4 overall. Source: OMol25; level of theory: ωB97M-V with the def2-TZVPD basis set.

Geometry as XYZ:
```
19
Properties=species:S:1:pos:R:3
C 1.289 -1.530 -0.871
C 0.475 -0.706 -0.239
O -0.341 0.173 -0.945
C 0.191 -0.569 1.221
H 1.992 -2.220 -0.410
H 1.275 -1.578 -1.955
H 0.141 0.264 -1.780
H 1.014 -0.849 1.913
H -0.131 0.444 1.572
H -0.683 -1.177 1.439
H 1.852 1.243 3.768
H 1.964 2.405 4.802
O 1.552 2.133 3.988
H -5.781 -0.395 2.066
H -5.222 -0.387 0.599
O -6.021 -0.439 1.136
H 3.579 0.551 -3.850
H 3.376 0.382 -5.396
O 2.940 0.439 -4.547
```

Values from the calculation:
SMILES   C=C(C)O.O.O.O

Mulliken analysis output, partial charges in e:
1 C -1.06
2 C 0.90
3 O -0.49
4 C -0.98
5 H 0.26
6 H 0.25
7 H 0.30
8 H 0.27
9 H 0.30
10 H 0.25
11 H 0.31
12 H 0.31
13 O -0.63
14 H 0.32
15 H 0.32
16 O -0.64
17 H 0.32
18 H 0.31
19 O -0.63



The structure with the least stability is run 1.



Run 1
A 2-piece molecular cluster, C2H2F3N2 overall. Source: OMol25; level of theory: ωB97M-V with the def2-TZVPD basis set.

Geometry as XYZ:
```
9
Properties=species:S:1:pos:R:3
C 0.717 1.216 0.010
C 0.790 -0.090 -0.492
N -1.694 -1.067 0.565
N -0.919 -0.493 1.121
F -0.175 -0.456 -1.262
F 1.460 1.595 1.009
F 1.548 -1.120 -0.265
H 0.107 1.981 -0.365
H -1.834 -1.567 -0.322
```

Values from the calculation:
Total charge   +1

Mulliken analysis output, partial charges in e:
1 C -0.01
2 C 0.52
3 N 0.14
4 N 0.15
5 F -0.26
6 F -0.17
7 F -0.18
8 H 0.40
9 H 0.41



Run 2
An isolated ion of composition C2H2F3N2 and charge +1. Source: OMol25; level of theory: ωB97M-V with the def2-TZVPD basis set.

Geometry as XYZ:
```
9
Properties=species:S:1:pos:R:3
C -0.330 -0.721 -0.298
C 1.297 0.007 -0.174
N -1.995 0.872 0.326
N -1.253 0.041 0.078
F 1.846 -0.063 -1.361
F 1.028 1.248 0.121
F 1.977 -0.694 0.676
H -0.147 -1.750 -0.708
H -2.423 1.059 1.340
```

Values from the calculation:
SMILES   N=[N+]=CC(F)(F)F
Total charge   +1

Mulliken analysis output, partial charges in e:
1 C -0.10
2 C 0.80
3 N -0.54
4 N 0.56
5 F -0.16
6 F -0.20
7 F -0.14
8 H 0.39
9 H 0.40



The structure with the least stability is run 1.



Run 1
C3H7NO3 in the gas phase. Source: OMol25; level of theory: ωB97M-V with the def2-TZVPD basis set.

Geometry as XYZ:
```
14
Properties=species:S:1:pos:R:3
O 1.187 0.138 -2.074
C 0.941 0.485 -0.954
O 1.362 1.663 -0.445
C 0.221 -0.370 0.054
C -1.063 0.298 0.571
O -1.027 0.412 1.994
N -0.093 -1.636 -0.566
H 2.165 1.942 -0.902
H 0.902 -0.494 0.898
H -1.170 1.249 0.041
H -1.900 -0.351 0.293
H -1.754 1.001 2.217
H -0.343 -2.342 0.108
H 0.572 -1.996 -1.235
```

Values from the calculation:
SMILES   N[C@H](CO)C(=O)O

Mulliken analysis output, partial charges in e:
1 O -0.55
2 C 0.35
3 O -0.44
4 C 0.56
5 C -0.63
6 O -0.52
7 N -0.71
8 H 0.34
9 H 0.20
10 H 0.28
11 H 0.38
12 H 0.31
13 H 0.22
14 H 0.21



Run 2
C3H7NO3 in the gas phase. Source: OMol25; level of theory: ωB97M-V with the def2-TZVPD basis set.

Geometry as XYZ:
```
14
Properties=species:S:1:pos:R:3
C 2.029 -0.581 1.333
C 0.359 0.221 -0.095
C -1.749 -1.006 -0.057
H 1.977 0.363 1.884
H 2.227 -1.390 2.010
H 2.884 -0.567 0.612
H -1.319 -1.968 0.220
H -2.597 -1.134 -0.813
H -2.137 -0.561 0.906
H -0.909 1.848 -0.801
N -0.827 -0.076 -0.648
O 0.834 -0.825 0.615
O 0.893 1.320 -0.220
O -1.500 1.023 -1.217
```

Values from the calculation:
SMILES   COC(=O)N(C)O

Mulliken analysis output, partial charges in e:
1 C -0.63
2 C 0.65
3 C -0.79
4 H 0.30
5 H 0.24
6 H 0.27
7 H 0.31
8 H 0.27
9 H 0.27
10 H 0.39
11 N 0.18
12 O -0.32
13 O -0.66
14 O -0.46



Run 3
C3H7NO3 as an isolated structure. Source: OMol25; level of theory: ωB97M-V with the def2-TZVPD basis set.

Geometry as XYZ:
```
14
C3H7NO3, DFT ωB97M-V with the def2-TZVPD basis set
C -0.930 -0.369 1.301
C 0.546 -1.004 -0.958
N -0.133 0.123 -0.317
C 0.976 1.228 0.347
O 1.197 2.147 -0.386
O -0.926 0.780 -1.288
O 1.059 0.890 1.518
H -0.428 1.606 -1.465
H -1.942 -0.066 1.050
H -0.760 -1.433 1.205
H -0.799 -0.056 2.328
H 1.110 -0.652 -1.824
H 1.220 -1.451 -0.229
H -0.189 -1.743 -1.281
```

Mulliken analysis output, partial charges in e:
1 C -0.59
2 C -0.99
3 N 0.08
4 C 0.76
5 O -0.61
6 O -0.41
7 O -0.59
8 H 0.37
9 H 0.31
10 H 0.27
11 H 0.32
12 H 0.32
13 H 0.40
14 H 0.37



Run 4
A 2-piece molecular cluster, C3H7NO3 overall. Source: OMol25; level of theory: ωB97M-V with the def2-TZVPD basis set.

Geometry as XYZ:
```
14
C3H7NO3, DFT ωB97M-V with the def2-TZVPD basis set
C 1.596 -1.676 -0.411
C 1.672 -3.064 -0.702
C -0.201 0.401 2.147
N -0.631 -1.206 0.625
O 2.327 -0.713 -0.285
O -1.560 -1.421 -0.405
O -0.688 0.170 0.853
H 2.645 -3.466 -0.223
H 0.884 -3.529 -0.157
H 1.729 -3.373 -1.719
H 0.217 1.363 2.131
H 0.347 -0.358 2.653
H -0.993 0.486 2.780
H -2.198 -0.775 -0.459
```

Mulliken analysis output, partial charges in e:
1 C 0.57
2 C -0.87
3 C -0.73
4 N -0.07
5 O -0.45
6 O -0.35
7 O -0.24
8 H 0.27
9 H 0.29
10 H 0.31
11 H 0.27
12 H 0.33
13 H 0.37
14 H 0.30



The structure with the least stability is run 4.